This record from the Open Molecules 2025 dataset describes 4 unconnected molecules or ions with the total composition C17H34NO11S3. The level of theory is ωB97M-V with the def2-TZVPD basis set.

Its total charge is +1.

Each line ends with the Löwdin charge.
Atoms and positions in Å:
O 1.910 -4.814 1.072  0.1412
C 0.887 -4.199 1.003  -0.4528
O 0.757 -2.896 1.527  0.0444
C -0.433 -4.778 0.372  -0.0795
C -0.194 -5.518 -0.990  -0.1080
C 0.243 -4.586 -2.148  -0.1481
C -0.478 -3.418 -2.611  0.0448
C 0.001 -2.604 -3.747  0.0480
C 1.243 -3.058 -4.401  0.0115
C 1.923 -4.234 -3.883  -0.0053
N 1.413 -4.931 -2.817  0.1160
H 1.429 -2.375 1.046  0.1187
H -1.263 -4.019 0.345  0.1260
H -0.789 -5.563 1.105  0.1448
H -1.184 -5.969 -1.297  0.1438
H 0.500 -6.381 -0.829  0.1318
H -1.436 -3.115 -2.117  0.1358
H -0.545 -1.704 -4.126  0.1174
H 1.693 -2.547 -5.288  0.1292
H 2.866 -4.604 -4.350  0.1498
H 1.934 -5.763 -2.519  0.1817
O 0.867 2.467 -3.999  -0.2724
S -0.386 1.984 -3.500  0.5839
O -1.118 0.943 -4.174  -0.3021
O -1.363 3.226 -3.248  -0.2585
C -1.596 4.144 -4.326  -0.2529
C -2.585 3.590 -5.333  -0.0720
C -0.184 1.522 -1.806  -0.1274
H -0.654 4.420 -4.807  0.1178
H -2.006 5.051 -3.880  0.1249
H -2.165 2.737 -5.868  0.0699
H -2.852 4.351 -6.067  0.0849
H -3.492 3.244 -4.833  0.0866
H 0.318 2.330 -1.279  0.0792
H 0.424 0.619 -1.777  0.0686
H -1.164 1.325 -1.373  0.0490
O -1.764 0.965 0.850  -0.3061
S -2.875 1.405 1.656  0.5873
O -4.141 1.727 1.074  -0.2606
O -2.397 2.628 2.574  -0.2556
C -1.778 3.759 1.942  -0.2512
C -2.803 4.667 1.291  -0.0674
C -3.131 0.240 2.959  -0.1084
H -1.023 3.433 1.222  0.1094
H -1.258 4.307 2.728  0.1284
H -3.274 4.179 0.436  0.0706
H -2.331 5.586 0.938  0.0844
H -3.596 4.923 1.995  0.0891
H -2.179 0.034 3.443  0.0563
H -3.533 -0.671 2.518  0.0786
H -3.844 0.657 3.668  0.0837
O 2.061 2.270 3.930  -0.2726
S 2.040 0.846 4.096  0.5890
O 1.760 0.240 5.362  -0.2662
O 3.410 0.235 3.520  -0.2683
C 4.650 0.765 4.009  -0.2600
C 4.995 0.213 5.379  -0.0720
C 0.964 0.145 2.884  -0.1174
H 4.627 1.857 4.016  0.1168
H 5.420 0.465 3.296  0.1213
H 4.297 0.576 6.135  0.0735
H 6.001 0.519 5.672  0.0837
H 4.939 -0.877 5.382  0.0853
H 1.213 0.560 1.909  0.0761
H -0.057 0.406 3.151  0.0489
H 1.086 -0.936 2.889  0.0525

This record from the Open Molecules 2025 dataset describes 6 unconnected molecules or ions with the total composition C38H37F5NO4PS. The level of theory is ωB97M-V with the def2-TZVPD basis set.

Its total charge is 0.

Each line ends with the Löwdin charge.
Atoms and positions in Å:
C 4.308 0.115 0.211  -0.1241
C 3.180 1.314 -0.018  -0.1666
C 2.637 1.818 -1.488  -0.0323
C 1.517 3.041 -1.616  -0.0020
C 0.897 3.738 -0.238  -0.1608
C -0.243 4.916 -0.251  -0.2317
O -1.604 4.411 -0.491  -0.4024
S -2.029 3.152 0.577  0.9585
O -1.605 3.485 2.059  -0.4621
O -3.751 3.202 0.641  -0.6014
P -4.462 2.237 -0.624  0.8497
N -5.779 1.318 0.203  -0.1801
O -5.141 3.413 -1.758  -0.3463
C 1.483 3.193 1.195  -0.0384
C 2.595 2.000 1.387  -0.0221
H 4.519 -0.448 -0.795  0.0806
H 5.293 0.678 0.552  0.0892
H 3.990 -0.582 1.103  0.0721
H 3.075 1.318 -2.455  0.0823
H 1.113 3.459 -2.644  0.0940
H 0.037 5.705 -1.096  0.1469
H -0.242 5.521 0.759  0.1330
H -5.414 0.352 0.355  0.0354
H -6.570 1.349 -0.477  0.0136
H -5.037 2.977 -2.656  0.0627
H 1.020 3.695 2.174  0.0971
H 2.930 1.654 2.465  0.0937
F 3.188 -2.307 0.161  0.0192
C 2.862 -3.378 0.897  -0.2936
C 3.201 -4.648 0.444  -0.0150
C 2.866 -5.763 1.212  -0.0718
C 2.185 -5.596 2.420  -0.0876
C 1.844 -4.317 2.864  -0.0795
C 2.190 -3.202 2.101  -0.0158
H 3.722 -4.759 -0.501  0.1161
H 3.133 -6.760 0.870  0.0820
H 1.920 -6.467 3.016  0.1024
H 1.311 -4.190 3.803  0.1055
H 1.941 -2.200 2.436  0.1149
F 3.221 -8.768 1.128  0.0425
C 4.367 -9.438 0.949  -0.2876
C 4.631 -10.023 -0.285  -0.0170
C 5.826 -10.717 -0.474  -0.0819
C 6.740 -10.828 0.578  -0.0967
C 6.463 -10.241 1.814  -0.0818
C 5.273 -9.538 1.999  -0.0150
H 3.906 -9.934 -1.087  0.1158
H 6.046 -11.172 -1.436  0.1053
H 7.670 -11.373 0.431  0.1014
H 7.174 -10.332 2.631  0.1059
H 5.046 -9.068 2.950  0.1167
F 2.936 6.200 -0.324  0.0576
C 2.883 7.182 0.585  -0.2920
C 2.702 8.495 0.163  -0.0203
C 2.642 9.518 1.110  -0.0850
C 2.775 9.218 2.468  -0.0999
C 2.962 7.898 2.880  -0.0822
C 3.010 6.874 1.935  -0.0178
H 2.610 8.710 -0.896  0.1144
H 2.493 10.547 0.791  0.1038
H 2.733 10.017 3.205  0.0999
H 3.069 7.667 3.937  0.1051
H 3.146 5.841 2.239  0.1095
F -7.991 2.386 -2.135  0.0442
C -8.725 3.461 -1.816  -0.2880
C -8.211 4.402 -0.932  -0.0156
C -8.972 5.524 -0.604  -0.0747
C -10.245 5.686 -1.156  -0.0987
C -10.754 4.733 -2.039  -0.0870
C -9.988 3.617 -2.375  -0.0204
H -7.223 4.256 -0.506  0.0987
H -8.576 6.270 0.081  0.1069
H -10.840 6.559 -0.896  0.1001
H -11.747 4.859 -2.464  0.1038
H -10.365 2.871 -3.067  0.1140
F -3.208 -2.017 -1.870  0.0543
C -2.186 -2.869 -2.025  -0.2914
C -2.437 -4.171 -2.442  -0.0217
C -1.372 -5.056 -2.608  -0.0853
C -0.067 -4.632 -2.344  -0.0964
C 0.174 -3.324 -1.921  -0.0780
C -0.890 -2.436 -1.766  -0.0098
H -3.457 -4.485 -2.634  0.1138
H -1.557 -6.075 -2.941  0.1032
H 0.763 -5.324 -2.470  0.0988
H 1.190 -2.997 -1.712  0.0956
H -0.719 -1.413 -1.446  0.1176

| no. | gap between HOMO and LUMO (eV) | E_HOMO (eV) |
| --- | --- | --- |
| 1 | 7.97 | -12.58 |
| 2 | 8.42 | -8.20 |